1.
13 unconnected molecules or ions with the total composition CH27O12S in a non-equilibrium geometry, computed with ωB97M-V/def2-TZVPD.

Properties
Kohn-Sham gap: 9.2 eV
E_LUMO: 2.6311 eV
HOMO level: -6.55 eV
total charge: -1
total energy: -36880.5012 eV

XYZ file:
```
41
CH27O12S (ωB97M-V/def2-TZVPD)
H -2.3886 -1.4040 -2.6590
H 2.4896 -2.2386 0.6522
O 0.3153 0.5889 1.8642
H 1.5811 -1.3903 -0.1892
H -1.9541 0.4676 2.9171
O 2.2607 2.6515 -1.8214
H 0.5687 -0.9015 -3.7883
O 3.3102 -2.2950 1.0857
H -1.9218 -1.1869 -1.0750
O 0.8888 -1.8166 1.2859
H 1.5239 3.2041 -1.5942
H -1.2509 2.8262 1.2211
H -0.4236 -0.9715 -3.0367
H -0.6264 3.3408 -1.9018
H 1.2355 -0.2319 -1.0786
H 0.9787 -2.4806 1.9319
H 0.7086 -0.8898 1.6108
H 2.4794 1.2029 2.4652
H -3.4991 -0.8835 1.3690
H 0.9681 1.3228 1.8495
H -1.8947 1.4668 -2.3013
H -0.4792 -2.5318 0.1584
H -2.3976 -2.3182 1.7301
H 3.7589 -1.5176 1.2834
O 1.6921 -1.0776 -1.0637
S -2.7355 -0.5354 3.4687
C -2.5774 -1.2894 1.8084
H -0.5301 3.1306 -0.3843
O -0.9758 2.2266 0.5863
H -0.5546 1.2731 1.4002
O 3.3017 0.7115 2.5484
O -2.1721 2.2059 -1.8289
O -0.1659 3.8020 -1.1409
O -0.2832 -1.1923 -3.9757
O -0.6412 -3.1440 -0.6204
H 0.1435 -3.3879 -0.9290
H 1.8656 1.8458 -2.1578
O -2.5763 -0.9710 -1.7581
H -1.8384 -0.8253 1.2214
H 3.8145 0.9641 1.7210
H -1.9986 2.2495 -0.8747
```

***

2.
A molecular structure, CH28Cu2O17 in a non-equilibrium geometry, computed with ωB97M-V/def2-TZVPD.

Properties
Kohn-Sham gap: 5.7 eV
E_LUMO: -0.9191 eV
HOMO level: -6.61 eV
total energy: -125574.6516 eV
energy relative to the best compared isomer or geometry (same formula, charge and spin): 34.8 kcal per mole

XYZ file:
```
48
CH28Cu2O17 (ωB97M-V/def2-TZVPD)
H 0.4115 -2.9872 -0.7224
H 2.8965 -0.0402 2.4606
O 0.3535 0.8118 -0.0614
O -2.1215 -0.0642 2.1406
O 2.1425 -1.8932 -2.8854
H -0.7035 -1.6272 -2.0244
H -1.0505 2.2858 3.1136
H -2.8165 2.7868 0.9316
O 2.9275 0.3608 -0.3574
H -1.7675 -0.8802 1.7606
H -3.1475 -0.5312 -0.6524
Cu -1.1405 1.2078 0.7996
H 0.3805 2.3608 2.5056
O 2.1075 3.4468 2.0096
H -2.0925 0.8698 -1.9224
H -0.6225 -1.4792 -3.4804
O 2.2185 -2.3362 1.0326
H 2.6965 -2.9192 1.6046
H 0.8465 2.2348 -0.7794
O 0.4285 -1.3132 -0.7104
H 1.5665 3.2238 1.2356
C -0.2515 -0.2302 -0.6504
O -2.5105 1.5948 -2.4624
O 0.7175 -3.8902 -0.8454
H 2.8925 0.6508 -1.2564
O -1.8405 -2.2972 0.6786
H 2.2425 -0.9892 -3.1954
H 2.0385 -2.9722 0.3306
O -2.1565 2.6338 0.2536
O 1.0375 3.1878 -0.8584
H 1.6915 0.4558 3.1926
Cu 1.4565 -0.4512 0.5826
O 1.9345 0.1248 2.3356
H 2.8585 2.8528 1.9316
H -1.6265 0.2768 2.8916
O -0.9345 -2.0932 -2.8374
H 0.8445 3.2078 -1.8144
H -1.3125 -1.6722 0.1156
H -1.1505 -2.7702 1.1156
O -0.5155 2.1718 2.3416
H -2.7775 1.2158 -3.2904
H -0.0665 -4.4272 -1.0324
H 1.6865 -1.6482 -2.0544
H 3.4575 0.9828 0.1096
O -4.0245 -0.9802 -0.5144
H -2.0775 3.3728 -0.3554
H -3.5815 -1.6932 -0.0424
O -1.5435 -0.1292 -0.6704
```

***

3.
A molecular structure, CH28F3O21PSZr2 in a non-equilibrium geometry, computed with ωB97M-V/def2-TZVPD.

Properties
Kohn-Sham gap: 6.1 eV
E_LUMO: -14.2940 eV
HOMO level: -20.40 eV
total charge: +4
total energy: -75296.1011 eV
energy relative to the best compared isomer or geometry (same formula, charge and spin): 0.0 kcal per mole

XYZ file:
```
57
CH28F3O21PSZr2 (ωB97M-V/def2-TZVPD)
H 0.7810 4.2228 2.5981
H 1.2570 2.7648 2.7958
O -0.0626 -3.1546 1.4025
H -2.8897 2.4641 -1.3139
H 2.1594 -0.2213 -4.4910
H -0.5738 2.5318 -5.0010
O 0.9261 1.2593 0.6887
O -0.3330 1.2941 -1.1679
O -0.0182 -1.7587 3.4039
O 0.1587 -2.6621 -2.4878
H 2.4864 -1.3099 1.4118
H -0.4691 3.5790 -2.5397
O 2.6904 -2.0176 -1.4043
O -0.7976 -0.2802 -3.2956
H 0.0724 1.8504 -3.8114
H 3.1254 -2.2071 -2.2612
H -2.9592 -1.6849 2.2905
O -0.2408 2.7111 -4.1097
Zr -0.6178 2.7345 0.4030
H -2.2199 -2.1871 -1.0443
O 2.2736 -2.2596 1.1196
O 2.0089 -0.0609 -3.5482
C 0.4411 -4.3617 3.8634
O 0.1874 -1.1722 -0.2701
H -2.0728 2.2245 2.8255
H -2.5439 3.6914 2.6200
F -0.4041 -5.3111 4.1113
H -2.5243 -3.3758 -0.1170
Zr 0.8889 -3.0749 -0.4475
H -0.6548 0.3256 -2.5304
O -1.7921 -2.8698 -0.5138
O 1.3347 3.6968 -0.2903
O 0.6178 3.3076 2.3055
O -0.8026 3.9961 -1.6969
O -2.6947 2.7478 -0.4070
O 2.8333 0.0647 2.0919
P -0.0837 0.2831 0.0194
H 1.8726 4.4043 0.1014
O -2.0118 2.9833 2.2120
H 2.8335 -2.8033 1.7096
H 2.1316 0.5057 1.5788
H -0.2877 -1.7909 -2.7902
H 3.5741 0.6814 2.1728
F 0.9376 -3.8319 4.9194
H -1.4431 4.6633 -1.9926
H 1.8109 3.4245 -1.0926
S -0.4392 -3.0230 2.8850
O -1.8259 -3.2954 3.0515
H -2.4528 -0.4363 1.5094
O -3.2384 -0.9628 1.7059
F 1.4002 -4.8666 3.0360
H 3.2702 -1.3795 -0.9546
H -1.7581 -0.2775 -3.4385
O -1.3464 0.7991 0.7725
H -0.0135 -3.3177 -3.1957
H -3.5581 2.8920 0.0210
H 1.0567 -0.1486 -3.4132
```

***

Copy entry 1 word for word.
13 unconnected molecules or ions with the total composition CH27O12S in a non-equilibrium geometry, computed with ωB97M-V/def2-TZVPD.

Properties
Kohn-Sham gap: 9.2 eV
E_LUMO: 2.6311 eV
HOMO level: -6.55 eV
total charge: -1
total energy: -36880.5012 eV

XYZ file:
```
41
CH27O12S (ωB97M-V/def2-TZVPD)
H -2.3886 -1.4040 -2.6590
H 2.4896 -2.2386 0.6522
O 0.3153 0.5889 1.8642
H 1.5811 -1.3903 -0.1892
H -1.9541 0.4676 2.9171
O 2.2607 2.6515 -1.8214
H 0.5687 -0.9015 -3.7883
O 3.3102 -2.2950 1.0857
H -1.9218 -1.1869 -1.0750
O 0.8888 -1.8166 1.2859
H 1.5239 3.2041 -1.5942
H -1.2509 2.8262 1.2211
H -0.4236 -0.9715 -3.0367
H -0.6264 3.3408 -1.9018
H 1.2355 -0.2319 -1.0786
H 0.9787 -2.4806 1.9319
H 0.7086 -0.8898 1.6108
H 2.4794 1.2029 2.4652
H -3.4991 -0.8835 1.3690
H 0.9681 1.3228 1.8495
H -1.8947 1.4668 -2.3013
H -0.4792 -2.5318 0.1584
H -2.3976 -2.3182 1.7301
H 3.7589 -1.5176 1.2834
O 1.6921 -1.0776 -1.0637
S -2.7355 -0.5354 3.4687
C -2.5774 -1.2894 1.8084
H -0.5301 3.1306 -0.3843
O -0.9758 2.2266 0.5863
H -0.5546 1.2731 1.4002
O 3.3017 0.7115 2.5484
O -2.1721 2.2059 -1.8289
O -0.1659 3.8020 -1.1409
O -0.2832 -1.1923 -3.9757
O -0.6412 -3.1440 -0.6204
H 0.1435 -3.3879 -0.9290
H 1.8656 1.8458 -2.1578
O -2.5763 -0.9710 -1.7581
H -1.8384 -0.8253 1.2214
H 3.8145 0.9641 1.7210
H -1.9986 2.2495 -0.8747
```

***

Q: Among the records above, which one has the lowest Kohn-Sham gap?
A: CH28Cu2O17